# 1
DFT (ωB97M-V with the def2-TZVPD basis set) results for CHBr2IO2S as an isolated structure in a non-equilibrium geometry.

Summary:
Relative energy (zero: lowest compared OMol25 entry of this formula, charge and spin): 320.2 kJ/mol
Electronic energy: -6032.9256 hartree
Kohn-Sham gap: 8.2 eV
HOMO: -0.341 Eh

Last column: Mulliken charge in e.
Element x y z (Å)
C: 0.28 0.94 -0.32  -0.099
O: 1.22 -1.05 1.33  -0.409
O: 0.43 -1.63 -0.96  -0.411
S: 0.62 -0.71 0.10  0.820
Br: 0.34 1.91 1.35  -0.038
Br: 2.13 0.84 -0.87  -0.034
I: -2.49 -0.65 0.31  -0.003
H: -2.53 0.36 -0.94  0.173

---

# 2
DFT (ωB97M-V with the def2-TZVPD basis set) results for one molecule with the formula C13H16Br2N2O.

Summary:
Electronic energy: -5837.7691 hartree
Kohn-Sham gap: 8.6 eV
HOMO: -0.296 Eh
SMILES string: Cc1cc(Br)c(NC(=O)CN2CCCC2)c(Br)c1

Last column: Mulliken charge in e.
Element x y z (Å)
C: -5.25 -0.11 -1.46  -1.437
C: -4.01 -0.08 -0.63  0.767
C: -3.42 -1.25 -0.18  -0.672
C: -2.28 -1.21 0.60  0.210
Br: -1.48 -2.84 1.18  -0.145
C: -1.68 -0.01 0.98  -0.396
N: -0.54 0.01 1.78  -0.071
C: 0.75 0.30 1.40  0.575
O: 1.65 0.23 2.21  -0.624
C: 0.94 0.68 -0.07  -0.910
N: 2.24 0.40 -0.61  -0.041
C: 2.62 -1.01 -0.59  -0.522
C: 4.14 -1.00 -0.58  -0.689
C: 4.43 0.19 0.34  -0.594
C: 3.35 1.19 -0.08  -0.585
C: -2.30 1.16 0.54  0.469
Br: -1.60 2.84 1.09  -0.174
C: -3.44 1.13 -0.25  -0.618
H: -5.31 -1.02 -2.04  0.378
H: -5.29 0.75 -2.13  0.380
H: -6.13 -0.06 -0.81  0.290
H: -3.85 -2.21 -0.45  0.401
H: -0.62 -0.40 2.70  0.283
H: 0.20 0.14 -0.67  0.381
H: 0.76 1.75 -0.18  0.415
H: 2.24 -1.53 0.30  0.275
H: 2.21 -1.51 -1.48  0.330
H: 4.52 -0.80 -1.58  0.278
H: 4.56 -1.93 -0.21  0.349
H: 5.43 0.58 0.23  0.370
H: 4.26 -0.10 1.38  0.244
H: 3.04 1.83 0.75  0.281
H: 3.72 1.83 -0.89  0.373
H: -3.88 2.06 -0.57  0.428

---

# 3
DFT (ωB97M-V with the def2-TZVPD basis set) results for one molecule with the formula C3H4N4O in a non-equilibrium geometry.

Summary:
Relative energy (zero: lowest compared OMol25 entry of this formula, charge and spin): 486.1 kJ/mol
Electronic energy: -410.8182 hartree
Kohn-Sham gap: 9.3 eV
HOMO: -0.339 Eh
SMILES string: C=Nn1cnc(=O)[nH]1

Last column: Mulliken charge in e.
Element x y z (Å)
C: -0.58 -2.09 0.43  -0.353
N: -1.13 -0.92 0.46  -0.367
N: -0.17 0.24 0.62  0.133
C: 0.88 -0.22 -0.35  0.250
N: 1.44 0.76 -0.99  -0.490
C: 0.59 1.97 -0.64  0.450
O: 0.58 3.14 -0.86  -0.517
N: -0.49 1.50 0.16  -0.299
H: 0.37 -2.46 0.60  0.400
H: -1.39 -2.86 0.09  0.258
H: 0.88 -1.37 -0.35  0.200
H: -1.00 2.30 0.81  0.334

---

# 4
DFT (ωB97M-V with the def2-TZVPD basis set) results for C16H30BHoN11O as an isolated structure in a non-equilibrium geometry.

Summary:
Relative energy (zero: lowest compared OMol25 entry of this formula, charge and spin): 0.0 kJ/mol
Total charge: +3
Electronic energy: -2277.4719 hartree
⟨S²⟩: 6.004
Kohn-Sham gap (spin up / spin down): 9.0 / 9.0 eV
HOMO (spin up / spin down): -0.618 / -0.618 Eh
Multiplicity: 5

Last column: Mulliken charge in e.
Element x y z (Å)
Ho: -9.86 -3.12 14.75  0.648
B: -10.17 -0.19 14.82  0.080
N: -11.47 -0.62 15.54  0.068
C: -12.63 0.00 15.78  -0.220
C: -13.50 -0.91 16.35  -0.969
C: -12.78 -2.09 16.44  -0.449
N: -11.54 -1.91 15.91  0.131
N: -10.35 -0.48 13.34  0.111
C: -10.39 0.33 12.28  -0.170
C: -10.62 -0.42 11.16  -1.001
C: -10.66 -1.73 11.60  -0.360
N: -10.53 -1.75 12.94  -0.047
H: -9.88 0.97 15.06  -0.042
H: -9.24 -0.91 15.29  -0.044
H: -12.76 1.04 15.54  0.493
H: -14.53 -0.68 16.69  0.433
H: -13.08 -3.04 16.85  0.567
H: -10.25 1.40 12.38  0.498
H: -10.71 -0.06 10.13  0.426
H: -10.79 -2.64 11.04  0.629
C: -11.91 -7.42 16.23  -0.848
N: -12.24 -6.42 15.20  0.147
C: -13.34 -6.55 14.39  -0.089
C: -13.67 -5.64 13.46  -1.142
C: -12.78 -4.53 13.33  1.094
N: -11.64 -4.49 14.04  -0.095
C: -11.41 -5.39 15.02  0.225
O: -10.42 -5.14 15.77  -0.647
N: -13.03 -3.54 12.50  -0.264
H: -12.70 -8.21 16.24  0.317
H: -11.92 -6.99 17.23  0.314
H: -10.95 -7.85 16.00  0.323
H: -13.91 -7.43 14.57  0.418
H: -14.55 -5.73 12.86  0.489
H: -13.89 -3.42 12.00  0.223
H: -12.47 -2.68 12.56  0.235
N: -7.93 -1.51 19.59  -0.321
C: -8.29 -3.00 19.42  -0.708
C: -9.11 -3.13 18.12  -0.410
N: -8.33 -3.26 16.87  -0.408
H: -7.46 -1.36 20.51  0.387
H: -8.79 -0.94 19.58  0.357
H: -7.31 -1.16 18.85  0.331
H: -8.90 -3.28 20.28  0.421
H: -7.37 -3.56 19.40  0.395
H: -9.80 -2.29 18.04  0.357
H: -9.76 -4.00 18.21  0.269
H: -8.03 -4.25 16.80  0.319
H: -7.45 -2.76 16.84  0.242
C: -6.36 -6.78 12.39  -0.835
N: -6.21 -5.32 12.70  -0.002
C: -5.01 -4.61 12.09  -0.851
C: -7.17 -4.67 13.28  0.474
N: -8.02 -4.05 13.77  -0.435
H: -6.72 -6.89 11.36  0.326
H: -7.10 -7.19 13.08  0.304
H: -5.41 -7.32 12.55  0.311
H: -5.11 -4.65 11.03  0.345
H: -4.10 -5.07 12.45  0.326
H: -5.05 -3.57 12.42  0.326

---

# 5
DFT (ωB97M-V with the def2-TZVPD basis set) results for an isolated ion of composition C3H4NO2 and charge +1 in a non-equilibrium geometry.

Summary:
Relative energy (zero: lowest compared OMol25 entry of this formula, charge and spin): 472.3 kJ/mol
Total charge: +1
Electronic energy: -321.4865 hartree
Kohn-Sham gap: 8.4 eV
HOMO: -0.621 Eh
SMILES string: O=C1CC[N+]1=O

Last column: Mulliken charge in e.
Element x y z (Å)
O: 1.98 -1.49 -0.06  -0.346
C: 0.94 -0.72 -0.01  0.424
C: -0.55 -0.85 -0.08  -0.422
C: -0.68 0.68 0.03  -0.327
N: 0.77 0.80 0.10  0.663
O: 1.50 1.71 -0.03  -0.236
H: -1.08 -1.23 -0.88  0.314
H: -1.06 -1.47 0.68  0.295
H: -0.87 1.42 -0.81  0.331
H: -0.94 1.15 1.06  0.303

---

# 6
DFT (ωB97M-V with the def2-TZVPD basis set) results for C28H39MoN6O2S4Si4Te as an isolated structure.

Summary:
Relative energy (zero: lowest compared OMol25 entry of this formula, charge and spin): 0.0 kJ/mol
Total charge: +1
Electronic energy: -4656.2050 hartree
Kohn-Sham gap (spin up / spin down): 6.5 / 6.5 eV
HOMO (spin up / spin down): -0.392 / -0.392 Eh

Last column: Mulliken charge in e.
Element x y z (Å)
Mo: -0.47 1.64 -0.75  -0.097
S: -1.99 0.62 0.59  -0.299
C: -3.42 0.20 -0.34  0.653
C: -4.52 -0.40 0.26  -0.572
C: -5.62 -0.72 -0.52  -0.730
C: -5.62 -0.44 -1.88  -0.606
C: -4.52 0.16 -2.48  -0.574
C: -3.41 0.47 -1.70  0.542
S: -1.97 1.18 -2.41  -0.249
H: -4.51 -0.62 1.32  0.495
H: -6.48 -1.19 -0.06  0.410
H: -6.48 -0.70 -2.48  0.412
H: -4.51 0.37 -3.54  0.483
N: -1.40 7.65 4.86  -0.480
C: -0.76 6.67 4.16  1.092
C: -1.36 5.40 4.00  -0.765
C: -0.74 4.42 3.28  -0.651
C: 0.50 4.68 2.69  -0.396
C: 1.11 5.92 2.83  -0.340
C: 0.48 6.91 3.56  -0.755
S: 1.28 3.42 1.78  1.317
O: 2.52 3.91 1.24  -0.654
O: 1.27 2.18 2.51  -0.721
N: 0.24 3.17 0.50  0.212
C: 0.07 4.11 -0.48  0.783
S: 0.92 5.53 -0.95  0.008
C: -0.02 5.55 -2.41  -0.387
C: -0.85 4.50 -2.48  -0.626
N: -0.82 3.70 -1.35  -0.309
H: -2.21 7.42 5.41  0.206
H: -0.91 8.49 5.10  0.207
H: -2.33 5.21 4.46  0.306
H: -1.19 3.44 3.17  0.437
H: 2.08 6.10 2.37  0.548
H: 0.95 7.88 3.68  0.305
H: 0.09 6.37 -3.11  0.457
H: -1.53 4.26 -3.28  0.436
C: -2.37 -3.02 -1.55  -0.682
Si: -1.38 -3.45 -0.03  0.053
C: -2.21 -2.89 1.55  -0.637
C: -1.14 -5.30 0.05  -1.036
Si: 0.81 -2.59 -0.30  0.466
Te: 0.74 -0.28 0.82  0.227
Si: 1.54 -2.64 -2.54  0.476
C: 3.28 -1.96 -2.68  -0.796
C: 1.51 -4.46 -2.98  -1.083
C: 0.39 -1.73 -3.69  -0.727
Si: 2.24 -3.67 1.27  0.299
C: 3.82 -2.72 1.57  -1.065
C: 1.29 -3.84 2.87  -1.052
C: 2.67 -5.36 0.61  -1.050
H: -3.43 -3.29 -1.44  0.407
H: -1.98 -3.56 -2.41  0.435
H: -2.32 -1.95 -1.77  -0.125
H: -3.17 -3.40 1.64  0.364
H: -2.39 -1.82 1.59  0.021
H: -1.60 -3.18 2.41  0.357
H: -2.12 -5.79 0.01  0.430
H: -0.67 -5.60 0.99  0.251
H: -0.54 -5.69 -0.78  0.269
H: 3.92 -2.25 -1.85  0.188
H: 3.26 -0.88 -2.75  0.093
H: 3.74 -2.34 -3.60  0.464
H: 2.17 -5.06 -2.35  0.273
H: 1.83 -4.58 -4.02  0.432
H: 0.50 -4.86 -2.89  0.248
H: 0.29 -0.67 -3.42  -0.066
H: -0.60 -2.17 -3.71  0.274
H: 0.81 -1.77 -4.70  0.419
H: 3.63 -1.73 2.00  0.299
H: 4.40 -2.59 0.65  0.285
H: 4.44 -3.27 2.28  0.399
H: 0.88 -2.88 3.20  0.305
H: 1.95 -4.21 3.65  0.429
H: 0.46 -4.54 2.77  0.258
H: 3.32 -5.29 -0.27  0.304
H: 1.78 -5.94 0.34  0.327
H: 3.22 -5.92 1.37  0.419
N: 1.12 1.47 -2.13  -0.539
C: 2.26 1.76 -2.06  0.754
C: 3.52 1.74 -1.47  0.007
C: 4.65 2.53 -1.75  -0.336
N: 5.58 3.18 -1.99  -0.431
C: 3.28 0.88 -0.40  0.640
N: 2.77 0.11 0.30  -0.346